1.
{"formula": "C26H28Cl2N7O2SSiW", "method": "ωB97M-V/def2-TZVPD", "elements": ["W", "O", "C", "C", "C", "C", "C", "C", "C", "O", "N", "N", "C", "C", "C", "C", "C", "C", "N", "H", "H", "H", "H", "H", "H", "H", "H", "H", "H", "C", "Si", "C", "C", "C", "C", "C", "C", "N", "C", "S", "H", "H", "H", "H", "H", "H", "H", "H", "H", "H", "H", "H", "Cl", "C", "Cl", "H", "H", "N", "C", "C", "C", "N", "H", "H", "H", "H", "N", "C"], "xyz": [[-0.440, 0.470, -0.908], [4.284, -0.133, 1.868], [4.313, -1.042, 0.885], [5.529, -1.693, 0.659], [5.639, -2.634, -0.340], [4.545, -2.960, -1.149], [3.346, -2.326, -0.933], [3.203, -1.367, 0.084], [1.922, -0.694, 0.235], [0.927, -1.033, -0.548], [1.753, 0.235, 1.146], [0.503, 0.762, 0.983], [-0.019, 1.465, 1.925], [-1.405, 1.813, 1.706], [-2.178, 2.494, 2.629], [-3.524, 2.678, 2.355], [-4.043, 2.169, 1.178], [-3.206, 1.519, 0.289], [-1.901, 1.341, 0.536], [3.398, 0.278, 1.901], [6.371, -1.430, 1.284], [6.590, -3.126, -0.499], [4.644, -3.697, -1.933], [2.486, -2.547, -1.552], [0.526, 1.689, 2.833], [-1.726, 2.860, 3.540], [-4.158, 3.207, 3.054], [-5.087, 2.285, 0.924], [-3.574, 1.153, -0.656], [4.849, 1.211, -2.394], [3.949, 1.613, -3.982], [4.960, 1.017, -5.433], [3.543, 3.425, -4.135], [2.327, 0.615, -3.984], [2.069, -0.390, -4.904], [0.945, -1.217, -4.805], [0.086, -1.033, -3.752], [0.290, -0.038, -2.875], [1.358, 0.771, -2.984], [1.381, 1.939, -1.678], [5.861, 1.621, -2.438], [4.934, 0.129, -2.258], [4.357, 1.623, -1.512], [5.942, 1.494, -5.402], [4.509, 1.264, -6.396], [5.128, -0.062, -5.397], [4.455, 4.025, -4.163], [2.944, 3.772, -3.291], [2.982, 3.625, -5.050], [2.765, -0.562, -5.717], [0.757, -2.003, -5.522], [-0.772, -1.669, -3.587], [0.286, -5.055, 1.867], [0.727, -3.369, 1.670], [-0.415, -2.281, 2.527], [0.707, -3.109, 0.620], [1.706, -3.197, 2.102], [-2.295, -1.976, -0.187], [-3.371, -2.702, -0.515], [-3.831, -2.232, -1.728], [-2.969, -1.189, -2.061], [-2.027, -1.047, -1.124], [-1.703, -2.067, 0.633], [-3.722, -3.492, 0.127], [-4.678, -2.586, -2.288], [-2.984, -0.521, -2.908], [-2.431, 2.360, -2.749], [-1.694, 1.713, -2.139]], "spin_multiplicity": 3, "de_lowest_kj_mol": 32.25, "s2": 2.03, "total_energy_ha": -3216.419500, "orbital_gap_ev": [6.79, 6.29], "total_charge": 1}


2.
{"formula": "C24H45NO29S7", "method": "ωB97M-V/def2-TZVPD", "elements": ["C", "C", "S", "C", "C", "C", "C", "O", "C", "C", "O", "O", "C", "O", "N", "C", "C", "C", "O", "H", "H", "H", "H", "H", "H", "H", "H", "H", "H", "H", "H", "H", "H", "H", "H", "H", "H", "H", "H", "H", "C", "C", "O", "S", "O", "O", "O", "H", "H", "H", "H", "C", "C", "O", "S", "O", "O", "O", "H", "H", "H", "H", "C", "C", "O", "S", "O", "O", "O", "H", "H", "H", "H", "C", "C", "O", "S", "O", "O", "O", "H", "H", "H", "H", "C", "C", "O", "S", "O", "O", "O", "H", "H", "H", "H", "C", "C", "O", "S", "O", "O", "O", "H", "H", "H", "H"], "xyz": [[0.700, 1.120, -0.218], [1.898, 1.433, -1.140], [1.328, 1.265, -2.882], [-0.390, 1.874, -2.868], [-0.880, 2.239, -4.309], [-1.992, 1.279, -4.712], [-3.342, 1.644, -4.126], [-3.355, 1.626, -2.694], [-3.587, 2.812, -2.093], [-4.378, 2.723, -0.822], [-3.178, 3.877, -2.525], [0.179, 2.132, -5.267], [0.378, 3.161, -6.121], [0.433, 2.949, -7.321], [0.586, 4.466, -5.599], [1.132, 4.531, -4.238], [-0.542, 5.331, -5.784], [-0.747, 5.816, -7.191], [-1.249, 5.684, -4.866], [0.192, 0.265, -0.650], [0.018, 1.958, -0.227], [1.024, 0.883, 0.782], [2.718, 0.745, -1.029], [2.226, 2.457, -1.009], [-0.443, 2.746, -2.230], [-1.007, 1.077, -2.493], [-1.289, 3.242, -4.243], [-1.734, 0.275, -4.381], [-2.100, 1.267, -5.793], [-3.679, 2.593, -4.525], [-4.040, 0.874, -4.434], [-4.676, 1.714, -0.580], [-3.750, 3.119, -0.032], [-5.229, 3.385, -0.897], [2.004, 3.907, -4.135], [1.396, 5.559, -4.021], [0.399, 4.263, -3.487], [-0.177, 6.727, -7.323], [-0.408, 5.083, -7.911], [-1.809, 5.973, -7.325], [2.063, -2.981, -4.487], [1.081, -2.142, -5.276], [-0.205, -2.682, -4.919], [-0.171, -3.183, -3.399], [-0.706, -2.165, -2.572], [-0.659, -4.513, -3.353], [1.417, -3.189, -3.224], [2.230, -3.954, -4.955], [3.013, -2.479, -4.334], [1.228, -2.219, -6.349], [1.115, -1.093, -4.972], [3.895, 9.004, -2.047], [2.530, 8.491, -1.634], [2.614, 7.075, -1.833], [4.108, 6.572, -1.529], [4.168, 6.078, -0.204], [4.550, 5.812, -2.638], [4.811, 8.014, -1.562], [3.990, 9.063, -3.133], [4.131, 9.969, -1.607], [1.726, 8.901, -2.238], [2.332, 8.683, -0.578], [3.116, -2.049, 3.743], [2.644, -2.977, 2.652], [2.562, -2.134, 1.486], [3.699, -1.019, 1.549], [4.810, -1.429, 0.768], [3.088, 0.246, 1.340], [4.073, -1.186, 3.092], [2.298, -1.434, 4.122], [3.583, -2.582, 4.563], [1.678, -3.414, 2.870], [3.372, -3.767, 2.454], [5.546, -3.114, 8.295], [5.906, -4.553, 8.605], [5.196, -5.312, 7.616], [5.116, -4.477, 6.253], [6.145, -4.901, 5.380], [3.759, -4.442, 5.841], [5.522, -3.055, 6.862], [4.553, -2.859, 8.670], [6.275, -2.407, 8.680], [5.595, -4.860, 9.598], [6.975, -4.736, 8.481], [-1.934, -5.326, 5.406], [-2.829, -4.440, 4.569], [-2.329, -3.111, 4.815], [-0.753, -3.162, 5.045], [-0.089, -2.851, 3.827], [-0.444, -2.472, 6.243], [-0.627, -4.737, 5.283], [-2.223, -5.310, 6.458], [-1.907, -6.352, 5.050], [-3.881, -4.509, 4.848], [-2.719, -4.656, 3.503], [-8.099, -4.917, 2.514], [-8.691, -6.071, 3.294], [-7.796, -6.236, 4.405], [-7.212, -4.814, 4.840], [-7.952, -4.306, 5.932], [-5.794, -4.921, 4.895], [-7.627, -4.012, 3.523], [-7.248, -5.235, 1.908], [-8.828, -4.417, 1.884], [-8.737, -6.990, 2.718], [-9.682, -5.830, 3.682]], "total_energy_ha": -5965.387006, "orbital_gap_ev": 8.06}


3.
{"formula": "C30H63ClF3IN6O11PS3", "method": "ωB97M-V/def2-TZVPD", "elements": ["C", "C", "C", "O", "C", "O", "C", "S", "N", "C", "C", "P", "O", "I", "N", "C", "C", "C", "Cl", "C", "S", "O", "O", "C", "F", "F", "F", "O", "C", "O", "C", "S", "H", "H", "H", "H", "H", "H", "H", "H", "H", "H", "H", "H", "H", "H", "H", "H", "H", "H", "H", "C", "C", "C", "O", "C", "N", "H", "H", "H", "H", "H", "H", "H", "H", "H", "H", "H", "C", "C", "C", "O", "C", "N", "H", "H", "H", "H", "H", "H", "H", "H", "H", "H", "H", "C", "C", "C", "O", "C", "N", "H", "H", "H", "H", "H", "H", "H", "H", "H", "H", "H", "C", "C", "C", "O", "C", "N", "H", "H", "H", "H", "H", "H", "H", "H", "H", "H", "H"], "xyz": [[0.098, -3.321, -0.913], [0.705, -2.195, -0.105], [-0.159, -0.952, -0.160], [-1.477, -1.280, 0.345], [-1.850, -0.635, 1.462], [-1.208, -0.561, 2.453], [-3.228, -0.043, 1.348], [-4.463, -1.341, 1.462], [-4.578, -1.875, -0.214], [-4.177, -1.162, -1.309], [-4.430, -1.927, -2.427], [-4.062, -1.333, -4.167], [-4.320, 0.252, -3.990], [-1.619, -1.418, -4.042], [-4.994, -3.102, -2.003], [-5.483, -4.222, -2.851], [-4.582, -4.596, -4.012], [-3.118, -4.830, -3.637], [-2.765, -6.564, -3.465], [-5.069, -3.046, -0.652], [-5.703, -4.324, 0.405], [-5.958, -3.758, 1.682], [-6.723, -5.045, -0.269], [-4.244, -5.461, 0.594], [-3.149, -4.750, 0.815], [-4.109, -6.200, -0.493], [-4.526, -6.221, 1.635], [1.968, -1.807, -0.664], [3.039, -2.423, -0.125], [3.296, -2.337, 1.026], [3.953, -3.192, -1.045], [3.323, -3.549, -2.713], [-0.901, -3.565, -0.563], [0.031, -3.013, -1.953], [0.698, -4.222, -0.853], [0.834, -2.482, 0.936], [0.288, -0.160, 0.431], [-0.268, -0.653, -1.199], [-3.284, 0.528, 0.429], [-3.412, 0.629, 2.178], [-3.758, -0.180, -1.284], [-3.716, 0.686, -3.373], [-6.473, -3.940, -3.191], [-5.586, -5.085, -2.212], [-4.976, -5.538, -4.380], [-4.692, -3.899, -4.836], [-2.851, -4.335, -2.710], [-2.481, -4.488, -4.440], [4.190, -4.145, -0.593], [4.879, -2.638, -1.147], [3.947, -2.598, -3.422], [-7.579, -1.409, 3.985], [-6.713, -2.333, 4.835], [-7.368, -2.754, 6.156], [-7.366, -1.760, 7.158], [-8.406, -0.803, 7.073], [-5.405, -1.699, 5.051], [-7.586, -0.389, 4.368], [-7.195, -1.368, 2.964], [-8.610, -1.765, 3.939], [-6.549, -3.247, 4.258], [-6.787, -3.583, 6.571], [-8.386, -3.129, 5.990], [-9.331, -1.249, 6.698], [-8.124, 0.042, 6.440], [-8.584, -0.424, 8.078], [-4.794, -2.360, 5.523], [-5.538, -0.956, 5.732], [3.126, 4.652, 2.049], [1.740, 4.190, 1.613], [1.600, 2.664, 1.519], [2.202, 2.078, 0.380], [3.597, 1.844, 0.490], [1.392, 4.856, 0.355], [3.858, 4.587, 1.245], [3.096, 5.693, 2.363], [3.489, 4.059, 2.892], [1.028, 4.524, 2.374], [0.533, 2.429, 1.436], [1.963, 2.176, 2.433], [3.878, 1.571, 1.510], [4.174, 2.713, 0.169], [3.840, 1.014, -0.173], [0.428, 4.644, 0.115], [1.938, 4.427, -0.387], [8.090, 7.132, 4.451], [6.684, 7.709, 4.320], [5.705, 6.792, 3.575], [5.866, 6.764, 2.170], [6.885, 5.901, 1.703], [6.774, 9.039, 3.714], [8.651, 7.210, 3.520], [8.650, 7.680, 5.208], [8.062, 6.081, 4.748], [6.287, 7.832, 5.332], [4.694, 7.175, 3.742], [5.729, 5.772, 3.982], [6.968, 5.004, 2.325], [7.853, 6.405, 1.661], [6.621, 5.602, 0.689], [5.858, 9.479, 3.729], [6.977, 8.918, 2.725], [3.733, 0.104, -8.183], [4.795, -0.860, -7.664], [4.421, -1.537, -6.339], [4.546, -0.714, -5.191], [3.458, 0.157, -4.947], [6.076, -0.155, -7.589], [3.742, 1.050, -7.642], [3.918, 0.333, -9.231], [2.732, -0.328, -8.104], [4.900, -1.660, -8.403], [5.114, -2.366, -6.174], [3.411, -1.968, -6.386], [2.507, -0.299, -5.240], [3.582, 1.110, -5.466], [3.433, 0.360, -3.876], [6.814, -0.814, -7.358], [6.043, 0.474, -6.791]], "total_energy_ha": -4930.122184, "orbital_gap_ev": 6.00, "total_charge": 1}


4.
{"formula": "C3H8O", "method": "ωB97M-V/def2-TZVPD", "elements": ["C", "C", "C", "O", "H", "H", "H", "H", "H", "H", "H", "H"], "xyz": [[1.286, -0.815, -0.128], [-0.167, -0.357, 0.234], [-0.809, 0.920, -0.478], [-0.293, -0.091, 1.669], [2.148, -0.850, 0.694], [1.788, -0.089, -0.839], [1.179, -1.777, -0.645], [-0.786, -1.217, 0.030], [-0.560, 1.193, -1.588], [-0.707, 1.928, -0.002], [-1.947, 0.832, -0.679], [-1.132, 0.324, 1.732]], "de_lowest_kj_mol": 116.86, "total_energy_ha": -194.291438, "orbital_gap_ev": 11.26}


5.
{"formula": "C8H9NO2", "method": "ωB97M-V/def2-TZVPD", "elements": ["C", "C", "C", "C", "C", "C", "C", "C", "N", "O", "O", "H", "H", "H", "H", "H", "H", "H", "H", "H"], "xyz": [[-2.827, 1.797, -0.048], [-1.952, 0.745, -0.145], [-1.043, 0.882, 0.865], [-0.490, -1.326, -0.660], [0.278, 0.181, 1.135], [0.643, -0.636, -0.073], [1.744, -1.682, 0.211], [1.061, 0.143, -1.332], [-2.401, 2.604, 0.883], [-0.820, -2.323, -1.175], [-1.332, 2.053, 1.488], [-3.628, 2.107, -0.646], [1.088, 0.853, 1.662], [0.051, -0.745, 1.844], [2.242, -1.284, 1.111], [2.491, -1.698, -0.583], [1.358, -2.690, 0.331], [0.120, 0.489, -1.938], [1.759, -0.489, -1.893], [1.658, 1.018, -1.035]], "de_lowest_kj_mol": 574.41, "total_energy_ha": -515.260048, "orbital_gap_ev": [8.25, 7.97]}


6.
{"formula": "C17H19PSe2SiTl", "method": "ωB97M-V/def2-TZVPD", "elements": ["Tl", "Se", "P", "Se", "C", "C", "C", "C", "C", "C", "C", "C", "C", "C", "C", "C", "H", "H", "H", "H", "H", "H", "H", "H", "H", "H", "C", "Si", "C", "C", "C", "C", "H", "H", "H", "H", "H", "H", "H", "H", "H"], "xyz": [[1.805, -1.125, -1.661], [-0.413, -3.689, -0.140], [-1.248, -1.878, 0.671], [-0.340, 0.088, 0.371], [-1.285, -2.198, 2.470], [-0.761, -1.294, 3.414], [-0.497, -1.740, 4.694], [-0.937, -2.995, 5.110], [-1.640, -3.823, 4.209], [-1.714, -3.454, 2.883], [-2.988, -1.774, 0.125], [-3.839, -2.882, 0.289], [-5.179, -2.802, -0.083], [-5.615, -1.731, -0.833], [-4.808, -0.606, -1.029], [-3.516, -0.610, -0.511], [-0.640, -0.218, 3.177], [0.002, -1.087, 5.406], [-0.734, -3.349, 6.125], [-2.098, -4.755, 4.555], [-2.127, -4.126, 2.142], [-3.460, -3.833, 0.594], [-5.921, -3.589, 0.156], [-6.617, -1.757, -1.279], [-5.224, 0.216, -1.554], [-2.889, 0.316, -0.587], [4.602, 4.048, -0.910], [4.100, 3.288, -2.509], [2.722, 4.241, -3.292], [5.523, 3.611, -3.670], [3.560, 1.594, -2.292], [3.208, 0.402, -2.231], [4.797, 5.078, -1.166], [5.504, 3.594, -0.524], [3.831, 4.037, -0.138], [3.069, 5.253, -3.374], [1.784, 4.332, -2.686], [2.498, 3.926, -4.299], [5.618, 4.686, -3.672], [5.388, 3.341, -4.700], [6.480, 3.265, -3.251]], "de_lowest_kj_mol": 0.00, "total_energy_ha": -6265.439946, "orbital_gap_ev": 6.59, "total_charge": -1}


7.
{"formula": "C2H15NO5", "method": "ωB97M-V/def2-TZVPD", "elements": ["C", "O", "C", "N", "H", "H", "H", "H", "H", "H", "H", "H", "H", "O", "H", "H", "O", "H", "H", "O", "H", "H", "O"], "xyz": [[1.518, -2.209, 0.514], [1.006, -1.950, 1.833], [0.451, -2.021, -0.541], [0.122, -0.596, -0.665], [2.294, -1.426, 0.540], [2.058, -3.172, 0.449], [0.520, -2.708, 2.182], [0.784, -2.375, -1.541], [-0.434, -2.665, -0.388], [-0.649, -0.443, -0.028], [0.894, 0.023, -0.409], [-0.956, 0.319, -3.418], [-1.041, -0.731, -2.285], [-1.546, -0.059, -2.770], [2.247, 2.046, -0.335], [1.807, 1.805, 1.067], [1.529, 1.618, 0.168], [-0.986, 3.327, 1.460], [-0.864, 4.537, 2.340], [-1.082, 4.286, 1.441], [-2.014, 0.360, -0.207], [-3.095, 1.343, 0.066], [-2.563, 0.691, 0.527]], "de_lowest_kj_mol": 132.68, "total_energy_ha": -516.109536, "orbital_gap_ev": 9.55}


8.
{"formula": "C3H9N2", "method": "ωB97M-V/def2-TZVPD", "elements": ["C", "C", "N", "H", "H", "H", "H", "H", "H", "C", "N", "H", "H", "H"], "xyz": [[-1.616, -0.009, -1.215], [-2.502, -0.607, -0.458], [-0.588, 0.913, -0.667], [-1.459, -0.175, -2.270], [-3.055, -1.447, -0.851], [-2.657, -0.312, 0.574], [-0.780, 1.184, 0.300], [0.308, 0.413, -0.679], [-0.461, 1.729, -1.270], [2.406, -0.207, 0.983], [2.587, -1.073, 1.872], [1.810, -0.496, 0.105], [2.830, 0.801, 0.950], [3.175, -0.717, 2.627]], "de_lowest_kj_mol": 260.27, "total_energy_ha": -228.887675, "orbital_gap_ev": 9.85, "total_charge": 1}